The following is a DFT calculation (ωB97M-V/def2-TZVPD) of an isolated ion of composition C9H9N4OS and charge +1 at a distorted geometry.

Computed properties:
Gap between HOMO and LUMO   0.339 Eh
Net charge   +1
Highest occupied orbital energy   -0.470 Ha
SMILES   C1=[NH+][C@@H](c2ncco2)[C@H](c2nccs2)N1
LUMO level   -3.57 eV
Multiplicity   1

XYZ file:
```
24
Properties=species:S:1:pos:R:3:forces:R:3
C -3.543 1.319 0.909 3.3516 -0.5747 -2.8330
C 3.942 0.160 0.159 2.1281 -2.4018 0.6291
C -3.106 2.149 -0.082 -0.7492 -2.5623 1.4136
C 3.687 1.347 -0.363 0.4774 1.9989 0.1136
C -1.926 0.388 -0.198 -0.1279 0.9197 0.2279
C 1.704 0.064 0.213 3.5774 1.2246 -1.9769
C -0.366 -2.491 -0.162 -2.4192 -2.2601 -0.6111
C -0.702 -0.295 -0.675 0.2800 0.6017 -0.8747
C 0.342 -0.456 0.424 1.0078 -0.8920 1.5492
N -2.682 0.179 0.807 -1.0458 -0.2734 1.1794
N 2.851 -0.603 0.360 -3.6006 -0.3948 1.1249
N 0.424 -1.910 0.702 -0.0001 0.5180 -1.1706
N -1.049 -1.662 -0.968 1.2871 -2.6411 0.2717
O -2.157 1.536 -0.809 0.5040 1.4114 -0.6468
S 2.015 1.717 -0.451 0.0394 -1.5962 0.7112
H -4.339 1.463 1.557 -1.0354 -0.1016 1.3197
H 4.972 -0.300 0.448 -2.0273 1.1234 -0.8268
H -3.425 3.044 -0.423 -0.8930 2.6622 -0.9564
H 4.484 2.060 -0.451 -0.1838 0.5645 -0.5230
H -0.766 -3.591 -0.172 1.6891 1.9253 0.0718
H -0.190 0.230 -1.532 -1.0565 -0.4074 0.6431
H 0.075 -0.084 1.392 -0.9923 0.8382 0.3371
H 1.340 -2.189 1.068 -0.4856 -0.6297 -0.0200
H -1.586 -2.075 -1.752 0.2747 0.9473 0.8470
```
Forces are in eV/Å.

natural (NBO) atomic charge list, values in e, 8 entries: -0.095, -0.046, 0.087, -0.417, 0.432, 0.042, 0.396, -0.113


The following is a DFT calculation (ωB97M-V/def2-TZVPD) of C18H30ClN2OPSiV as an isolated structure at a distorted geometry.

Computed properties:
Gap between HOMO and LUMO (alpha / beta)   0.265 / 0.268 Eh
Net charge   0
Highest occupied orbital energy (alpha / beta)   -0.284 / -0.283 Ha
LUMO level (alpha / beta)   -0.51 / -0.39 eV
Multiplicity   2

XYZ file:
```
55
Properties=species:S:1:pos:R:3:forces:R:3
V -0.380 -0.501 -0.116 2.3969 1.9682 -0.1286
Si 0.142 -2.379 -1.616 -0.0687 -0.2043 -0.5696
P 0.641 1.210 -1.893 -0.1889 -0.5455 -0.7933
N -2.048 -0.216 -0.268 2.9468 -0.6247 0.0624
H 3.012 1.085 -0.239 -0.6775 0.2582 0.0591
C 0.998 3.006 -1.913 -0.1089 0.6991 0.3011
H 1.217 3.393 -2.926 -0.2246 -0.3985 0.3272
H 1.867 3.238 -1.291 -0.0117 -0.2064 -0.0182
H 0.168 3.593 -1.492 0.1168 -0.2714 -0.1774
C 2.099 0.627 -2.881 0.0699 -0.2187 -0.1518
H 2.346 1.335 -3.690 -0.3399 -0.2202 0.1942
H 1.929 -0.373 -3.313 -0.1454 0.4002 0.1608
H 2.999 0.540 -2.263 -0.3415 0.0435 0.1132
C -0.796 1.093 -3.050 0.0892 0.3063 -0.1155
H -0.634 1.708 -3.959 -0.2367 -0.4081 0.4079
H -1.687 1.435 -2.482 0.4940 -0.0876 -0.4625
H -0.956 0.030 -3.299 0.0914 0.5183 -0.0118
C 1.881 -3.144 -1.689 0.0316 -0.0587 0.3339
H 2.341 -3.200 -0.692 -0.0666 0.0235 -0.3266
H 2.529 -2.518 -2.324 -0.2235 -0.2149 0.2859
H 1.825 -4.154 -2.124 0.0221 0.3116 0.0860
H -0.841 -3.417 -1.157 0.0895 -0.2285 -0.3453
H -0.049 -2.071 -3.094 -0.3815 -0.1358 0.3877
C -3.366 -0.153 -0.467 -2.0080 0.3222 -0.4105
C -5.541 0.838 -0.061 -0.3325 -0.1904 -0.2052
C -4.167 0.856 0.139 0.2695 -1.0060 -0.6139
C -3.966 -1.112 -1.326 0.4773 0.4744 0.5284
C -5.333 -1.110 -1.507 -0.4670 0.2623 0.0754
C -6.139 -0.146 -0.872 0.3706 0.0261 0.0567
H -6.159 1.602 0.421 0.1454 -0.2733 -0.2026
H -3.657 1.605 0.734 -0.1792 0.0339 0.0792
H -3.278 -1.818 -1.802 -0.4361 0.0907 0.1134
H -5.784 -1.863 -2.152 0.0136 0.1967 0.1406
H -7.224 -0.167 -1.027 0.4722 0.0822 0.1226
C 2.944 0.213 0.448 0.3724 -0.0499 0.4384
O 1.961 -0.678 0.141 -2.2270 -0.2473 -0.2349
C 2.799 0.765 1.883 0.4772 0.0232 -0.4189
H 3.725 1.303 2.136 -0.3538 0.0099 0.2186
H 2.639 -0.053 2.605 0.0880 0.1858 -0.2908
H 1.955 1.452 1.918 -0.1128 0.0965 0.1746
C 4.345 -0.371 0.265 0.3603 0.1653 0.3830
H 5.029 0.482 0.216 0.2068 -0.1446 -0.1322
H 4.420 -0.950 -0.656 -0.0350 -0.0248 0.0311
H 4.680 -0.968 1.119 -0.2119 -0.2319 -0.1301
Cl -1.884 0.475 5.106 -0.2878 0.4875 0.5589
C -1.057 -0.595 4.079 0.3988 -0.0577 -1.2983
C -0.635 -1.842 4.523 0.0264 0.0135 -0.6024
C 0.007 -2.668 3.605 0.1401 -0.1962 -0.3527
C 0.163 -2.266 2.281 -0.2750 0.5512 -0.0225
N -0.309 -1.082 1.856 -0.4108 0.1558 1.3786
C -0.867 -0.215 2.738 0.3326 -1.3445 0.3480
H -0.845 -2.153 5.539 0.1413 0.0096 -0.0549
H 0.367 -3.657 3.870 -0.0653 0.1701 0.1596
H 0.653 -2.853 1.500 -0.1536 0.0254 0.4769
H -1.180 0.761 2.369 -0.0694 -0.3216 0.0672
```
Forces are in eV/Å.

natural (NBO) atomic charge list, values in e, 8 entries: 1.035, 0.590, 0.911, -0.675, 0.092, -0.937, 0.232, 0.244


The following is a DFT calculation (ωB97M-V/def2-TZVPD) of one molecule with the formula C3H4N2O at a distorted geometry.

Computed properties:
Gap between HOMO and LUMO   0.348 Eh
Net charge   0
Highest occupied orbital energy   -0.325 Ha
SMILES   Oc1ccn[nH]1
LUMO level   0.62 eV
Multiplicity   1

XYZ file:
```
10
Properties=species:S:1:pos:R:3:forces:R:3
O 1.859 -0.354 0.689 0.0095 0.0832 0.0218
C 0.636 -0.116 0.209 0.4468 0.5770 -0.6995
C -0.374 -1.070 -0.032 0.1806 0.5828 0.6068
C -1.353 -0.173 -0.663 -0.1783 0.3134 0.2153
N -1.009 1.086 -0.691 -0.0988 -0.2701 -0.1237
N 0.228 1.123 -0.108 0.4019 0.1153 -0.1116
H 2.039 -1.284 0.469 -0.0567 0.2399 0.2723
H -0.372 -0.770 1.123 -1.0484 -1.6451 -0.3157
H -2.285 -0.448 -1.155 0.1786 0.0086 0.3709
H 0.629 2.006 0.158 0.1648 -0.0050 -0.2366
```
Forces are in eV/Å.

natural (NBO) atomic charge list, values in e, 8 entries: -0.651, 0.475, -0.595, 0.004, -0.246, -0.409, 0.513, 0.285


The following is a DFT calculation (ωB97M-V/def2-TZVPD) of a 2-piece molecular cluster, C2H8N2O2 overall at a distorted geometry.

Computed properties:
Gap between HOMO and LUMO   0.351 Eh
Net charge   0
Highest occupied orbital energy   -0.342 Ha
SMILES   NCNC=O.O
LUMO level   0.25 eV
Multiplicity   1

XYZ file:
```
14
Properties=species:S:1:pos:R:3:forces:R:3
O 2.737 -0.388 1.025 0.4202 -0.2184 0.0211
C 1.630 -0.848 0.891 -0.9661 0.1140 -0.2243
N 0.580 -0.171 0.345 0.6783 -0.1472 -0.0487
C 0.813 0.979 -0.500 -0.7134 0.6857 -0.8171
N -0.278 1.942 -0.456 0.7571 0.1015 0.4122
H 1.325 -1.871 1.179 0.2642 0.0225 0.3236
H -0.321 -0.619 0.259 0.0668 -0.1819 -0.0986
H 1.745 1.465 -0.248 0.1376 -0.0603 0.3575
H 0.894 0.707 -1.560 0.1094 -0.3730 0.1405
H -1.129 1.466 -0.696 -0.4740 -0.0162 0.0004
H -0.349 2.275 0.499 -0.2996 0.0826 -0.0823
H -2.365 -2.257 0.207 0.0926 0.2304 0.0182
H -2.989 -1.323 -0.811 0.2698 0.1430 0.1700
O -2.294 -1.355 -0.136 -0.3428 -0.3826 -0.1725
```
Forces are in eV/Å.

natural (NBO) atomic charge list, values in e, 8 entries: -0.608, 0.534, -0.649, -0.065, -0.817, 0.098, 0.412, 0.217


The following is a DFT calculation (ωB97M-V/def2-TZVPD) of a 3-piece molecular cluster, C15H40N9O4P2 overall at a distorted geometry.

Computed properties:
Gap between HOMO and LUMO   0.179 Eh
Net charge   +1
Highest occupied orbital energy   -0.344 Ha
LUMO level   -4.48 eV
Multiplicity   1

XYZ file:
```
70
Properties=species:S:1:pos:R:3:forces:R:3
O 3.586 -7.736 3.220 1.7181 3.2609 -2.2437
N 3.998 -6.923 2.397 -0.0055 -3.6213 3.9176
O 3.326 -7.058 1.214 -4.4825 0.0043 -0.1507
C 1.915 -7.267 1.574 -2.9910 1.6792 0.4053
C 0.939 -6.046 2.118 0.8286 -6.3831 -1.5134
N -0.354 -6.794 2.376 4.2946 -3.6933 -2.1879
C -0.178 -8.273 2.001 2.2931 1.2455 -0.4785
N 1.205 -8.609 1.489 -2.9219 7.3812 2.6616
H 1.192 -4.910 2.272 -0.7305 -2.0615 -0.3833
H -1.260 -6.392 2.746 1.4999 -0.7727 -0.6724
H -0.944 -9.161 2.051 1.3633 2.4457 0.0657
H 1.646 -9.505 1.181 -0.8394 0.9799 0.4757
O 1.298 -2.476 1.828 2.8438 -2.4131 2.5924
P 1.969 -1.153 2.272 -5.8235 3.0037 -4.7902
N 0.524 -0.580 2.962 -1.8508 -0.2963 1.1038
C -0.060 0.747 2.888 0.4411 0.4948 0.0040
C 0.264 -1.130 4.295 0.2126 -0.4800 -0.1650
N 2.166 -0.647 0.639 0.6588 0.2803 -1.5998
C 1.016 -0.245 -0.164 -0.4808 0.2194 0.1140
C 2.960 -1.598 -0.157 0.3352 0.0845 0.3945
N 2.740 0.368 2.781 3.0822 -0.7526 1.9873
C 2.936 1.551 1.945 -0.0016 -0.0516 -0.9720
C 4.013 0.056 3.441 0.2194 0.1971 0.5510
H 0.458 1.471 3.527 0.0184 0.1323 0.0434
H -1.110 0.727 3.207 0.2078 -0.3419 0.0856
H -0.092 1.139 1.875 0.2146 -0.0840 -0.0429
H 0.860 -0.611 5.057 -0.1240 0.0586 0.1506
H 0.523 -2.194 4.337 0.0320 0.1290 -0.0964
H -0.794 -1.056 4.566 0.0795 0.1505 -0.1287
H 0.172 -0.931 -0.050 -0.1217 -0.0102 -0.0588
H 1.262 -0.190 -1.232 0.2014 -0.1230 0.3107
H 0.690 0.762 0.091 -0.0852 -0.0366 0.0076
H 2.364 -2.457 -0.488 0.0580 -0.0020 0.0796
H 3.806 -1.979 0.429 -0.0654 -0.0338 -0.0377
H 3.381 -1.108 -1.041 -0.1480 0.1150 0.1363
H 3.651 1.380 1.132 -0.1117 0.0775 0.0555
H 3.323 2.381 2.550 -0.0114 -0.4066 0.3999
H 2.001 1.920 1.521 0.0921 -0.3320 -0.0389
H 4.759 -0.286 2.712 0.1604 0.1150 0.1583
H 3.872 -0.741 4.180 -0.0383 -0.0803 -0.0359
H 4.413 0.922 3.979 -0.0584 -0.0378 -0.1513
O -0.600 2.078 -1.890 -0.5444 -3.8716 -2.0379
P -1.799 2.459 -2.793 1.6041 6.9841 3.8297
N -0.912 3.697 -3.553 1.7725 0.9564 -0.8228
C -1.334 5.042 -3.900 -0.5799 -0.0350 -0.1822
C -0.018 3.203 -4.603 0.1461 -0.5122 0.3102
N -2.700 3.028 -1.443 -1.3484 0.3159 1.6201
C -2.327 4.262 -0.760 0.2626 0.2831 -0.1650
C -2.902 1.990 -0.418 -0.1294 -0.2120 -0.4182
N -3.176 2.897 -3.831 -1.2510 -3.0551 -1.8368
C -4.286 3.774 -3.459 -0.1507 0.1077 0.8703
C -3.735 1.674 -4.418 -0.0964 -0.1017 -0.5495
H -1.993 5.063 -4.775 -0.1073 0.0761 -0.1011
H -0.466 5.672 -4.132 0.0739 -0.4034 0.0251
H -1.829 5.554 -3.079 -0.1162 -0.1774 0.0424
H -0.573 3.001 -5.529 0.0627 0.1045 -0.1681
H 0.470 2.270 -4.297 -0.1249 0.1267 0.0648
H 0.783 3.915 -4.823 -0.1893 0.0657 0.0799
H -1.249 4.328 -0.586 0.0850 0.0893 0.0581
H -2.830 4.361 0.210 0.0078 -0.3703 -0.1877
H -2.649 5.137 -1.322 0.0953 0.0397 -0.1160
H -2.018 1.861 0.217 0.0031 -0.0895 -0.0779
H -3.125 1.024 -0.887 0.0861 0.0562 0.0611
H -3.756 2.237 0.221 0.0444 0.1560 -0.1388
H -4.921 3.341 -2.678 0.0355 0.1053 -0.0422
H -4.924 3.967 -4.330 0.3654 -0.3451 -0.2252
H -3.946 4.758 -3.132 0.1271 -0.2759 0.1253
H -4.264 1.082 -3.660 -0.1664 -0.0859 -0.1770
H -2.934 1.053 -4.834 0.0477 -0.0118 0.0632
H -4.423 1.897 -5.239 0.0216 0.0399 0.1435
```
Forces are in eV/Å.

natural (NBO) atomic charge list, values in e, 8 entries: -0.264, 0.429, -0.346, 0.386, -0.038, -0.516, 0.243, -0.533